(1)
Molecular formula: C24H38Cl4FIN3O5S
Method: DFT, ωB97M-V with the def2-TZVPD basis set

As for the LUMO energy: -2.651 eV. The calculation puts the molar mass at 768.365 g/mol. Its spin multiplicity is 1. As for the total charge: +1. The electronic energy comes out at -4113.96487 hartree. The value obtained for the HOMO energy is -10.0 eV.

```
77
C24H38Cl4FIN3O5S ωB97M-V with the def2-TZVPD basis set
C 0.6382 -1.3169 5.5986
C 0.1697 -1.8683 4.2615
C 1.2788 -2.5651 3.4700
O 1.3205 -2.0385 2.1349
C 1.4900 -2.9892 1.1129
C 0.9841 -2.4082 -0.2344
C -0.4752 -2.8824 -0.4407
C -1.4583 -2.3707 0.6020
C -2.7020 -3.2694 0.7802
C -3.9878 -2.5844 0.3607
N -4.2757 -1.3833 1.1115
C -5.3073 -0.5255 0.7867
C -5.3203 0.5169 1.6892
C -4.2627 0.2961 2.6140
C -3.6501 -0.8801 2.2213
N 1.8206 -3.0335 -1.2906
C 2.4637 -2.2746 -2.3260
Cl 1.3117 -2.0958 -3.7482
C 3.6420 -3.1248 -2.8551
C 4.0909 -2.9087 -4.2932
O 4.2476 -3.8215 -4.9987
I 4.5537 -0.9544 -5.0697
C 2.9535 -0.8810 -1.8713
F 4.3039 -0.7793 -1.8971
N 2.6034 -0.6582 -0.4315
C 3.2058 0.5057 0.2260
Cl 3.9661 0.0461 1.6900
C 3.2054 1.7791 -0.1548
C 3.8202 2.8680 0.6389
Cl 2.4653 2.2677 -1.6235
C 1.1239 -0.9016 -0.1785
Cl 0.1023 -0.0472 -1.3354
H 1.4616 -0.6259 5.4524
H -0.1738 -0.7504 6.0431
H 0.9096 -2.1049 6.2924
H -0.6932 -2.5202 4.3683
H -0.1602 -1.0265 3.6567
H 1.1476 -3.6424 3.4582
H 2.2270 -2.3165 3.9407
H 1.0069 -3.9370 1.3337
H 2.5588 -3.2112 0.9900
H -0.8031 -2.7038 -1.4598
H -0.4200 -3.9660 -0.3313
H -0.9866 -2.2101 1.5644
H -1.8117 -1.3944 0.2831
H -2.7853 -3.5889 1.8140
H -2.5934 -4.1645 0.1732
H -3.9331 -2.3638 -0.7034
H -4.8177 -3.2776 0.4890
H -5.9572 -0.6840 -0.0521
H -5.9970 1.3482 1.7256
H -3.9975 0.9162 3.4452
H -2.8038 -1.3637 2.6720
H 1.3051 -3.7918 -1.7112
H 3.2749 -4.1441 -2.8395
H 4.4806 -3.0880 -2.1682
H 2.5461 -0.1232 -2.5251
H 3.0375 -1.4577 0.0523
H 3.8673 3.7812 0.0626
H 4.8094 2.5937 0.9845
H 3.2006 3.0647 1.5108
H 0.9073 -0.4951 0.7973
O -1.8870 6.0663 -0.3820
S -2.3747 6.2499 -1.7147
O -3.3303 5.3373 -2.2571
O -1.1208 6.3308 -2.6965
C -0.1619 5.2641 -2.6134
C -0.6427 3.9970 -3.2950
C -2.9453 7.8972 -1.9311
H 0.0898 5.0841 -1.5661
H 0.7325 5.6421 -3.1055
H -1.4941 3.5639 -2.7714
H 0.1588 3.2557 -3.3158
H -0.9568 4.2043 -4.3172
H -2.1946 8.5829 -1.5490
H -3.8697 7.9889 -1.3656
H -3.1316 8.0659 -2.9881
```

(2)
Molecular formula: C24H38ClCoN6O3S
Method: DFT, ωB97M-V with the def2-TZVPD basis set

As for the LUMO energy (spin up / spin down): -7.175 / -7.104 eV. The calculation puts the molar mass at 585.060 g/mol. Its spin multiplicity is 1. As for the total charge: +2. The electronic energy comes out at -3732.24990 hartree. The value obtained for the HOMO energy (spin up / spin down) is -12.8 / -12.8 eV. The energy relative to the best compared isomer or geometry (same formula, charge and spin) is 12.03 kcal per mole.

```
74
C24H38ClCoN6O3S ωB97M-V with the def2-TZVPD basis set
Co 0.4469 -1.1316 0.2057
C -0.9906 0.2303 2.4319
N 0.1158 -0.7570 2.2795
C 1.2713 -0.2668 3.0637
C -0.2881 -2.0588 2.8660
C -1.2100 -2.7852 1.9500
N -0.5454 -2.9905 0.6440
C 0.3862 -4.1454 0.7076
C -1.6062 -3.3529 -0.3381
H -1.2794 0.2791 3.4843
H -1.8553 -0.0557 1.8362
H -0.6668 1.2102 2.1048
H 0.9736 -0.1798 4.1108
H 1.5745 0.7109 2.7043
H 2.1038 -0.9603 2.9915
H -0.7623 -1.9011 3.8382
H 0.6185 -2.6392 3.0409
H -2.1213 -2.2130 1.7775
H -1.5071 -3.7456 2.3798
H -0.1788 -5.0583 0.9080
H 1.1155 -4.0118 1.5022
H 0.9001 -4.2621 -0.2433
H -2.1816 -4.1852 0.0743
H -1.1483 -3.6599 -1.2732
H -2.2608 -2.5119 -0.5168
N 2.4707 1.4878 0.5015
C 3.0744 0.2915 0.6281
C 4.4650 0.2518 0.8789
C 5.1103 -0.9394 1.0159
C 4.3842 -2.1351 0.8974
C 3.0536 -2.0415 0.6439
N 2.3775 -0.8631 0.5205
H 3.0221 2.3218 0.6009
H 1.4934 1.5688 0.2653
H 5.0007 1.1897 0.9463
H 6.1756 -0.9614 1.2046
H 4.8550 -3.1024 0.9898
H 2.4654 -2.9348 0.5220
C -4.6795 3.2223 0.9796
C -3.2541 3.6891 1.1174
C -2.9006 4.6807 2.0197
C -1.5957 5.1478 2.1000
Cl -1.1962 6.3974 3.2354
C -0.6216 4.6327 1.2760
C -0.9559 3.6266 0.3705
C -2.2538 3.1601 0.3065
O -2.6831 2.1558 -0.5594
C -1.7885 1.6264 -1.5028
C -1.0153 0.5042 -0.8508
O -1.3323 -0.6949 -0.9693
O -0.0519 0.7349 -0.0429
H -5.3165 3.7064 1.7164
H -4.7599 2.1415 1.1008
H -5.0630 3.4577 -0.0141
H -3.6577 5.1056 2.6669
H 0.3896 5.0129 1.3313
H -0.1880 3.2216 -0.2723
H -1.1142 2.3803 -1.9169
H -2.3944 1.1917 -2.2955
C -1.0702 -1.8856 -4.0970
N 0.0643 -0.9675 -4.0179
C 0.3784 -0.0124 -5.0983
C 1.6158 0.7367 -4.5596
N 1.8556 0.0429 -3.2835
C 0.9778 -0.9319 -3.0732
S 1.1095 -2.0970 -1.7851
H -1.7605 -1.5015 -4.8435
H -1.5689 -1.9307 -3.1340
H -0.7443 -2.8806 -4.3973
H -0.4711 0.6436 -5.2768
H 0.5892 -0.5585 -6.0166
H 1.4254 1.7941 -4.3909
H 2.4753 0.6379 -5.2176
H 2.7046 0.1174 -2.7496
```

(3)
Molecular formula: C24H38N4O5S
Method: DFT, ωB97M-V with the def2-TZVPD basis set

As for the LUMO energy: 0.701 eV. The calculation puts the molar mass at 494.658 g/mol. Its spin multiplicity is 1. The electronic energy comes out at -1930.77966 hartree. The SMILES is CCN(CC)S(=O)(=O)c1ccc2c(c1)N(CC(=O)NCCCN1C[C@H](C)C[C@H](C)C1)C(=O)CO2. The value obtained for the HOMO energy is -8.5 eV.

```
72
C24H38N4O5S ωB97M-V with the def2-TZVPD basis set
C 2.6875 -2.9941 -1.0412
C 2.8528 -2.4854 0.3891
N 1.8522 -3.0183 1.2816
C 2.0723 -4.2638 1.9754
C 2.9677 -4.1026 3.2019
S 0.6106 -2.0303 1.7173
O 1.1000 -0.6843 1.8838
O -0.0905 -2.6319 2.8126
C -0.4176 -2.0629 0.2564
C -1.0816 -3.2233 -0.0867
C -1.7653 -3.2722 -1.2888
C -1.7743 -2.1696 -2.1345
C -1.1346 -0.9762 -1.7589
C -0.4522 -0.9432 -0.5493
N -1.2535 0.1456 -2.5799
C -0.7502 1.4221 -2.1232
C 0.7774 1.3640 -1.9413
O 1.4729 0.6304 -2.6157
N 1.2257 2.2081 -1.0054
C 2.6081 2.2612 -0.5844
C 2.6962 2.1591 0.9385
C 1.9473 3.3064 1.6249
N 0.5024 3.2153 1.4270
C -0.1706 4.4988 1.5476
C -1.6388 4.3703 1.1330
C -2.3408 5.7217 1.2226
C -2.3296 3.3261 2.0108
C -1.5672 2.0024 1.9600
C -2.1784 0.9526 2.8819
C -0.1067 2.2491 2.3328
C -1.7513 0.0512 -3.8442
O -1.9380 1.0124 -4.5556
C -2.0208 -1.3699 -4.3167
O -2.4477 -2.2650 -3.3115
H 3.4619 -2.5680 -1.6729
H 2.7655 -4.0783 -1.0740
H 1.7195 -2.7021 -1.4392
H 3.8495 -2.7391 0.7633
H 2.7465 -1.3994 0.4106
H 2.5016 -4.9850 1.2734
H 1.0916 -4.6190 2.2942
H 3.0896 -5.0600 3.7017
H 3.9491 -3.7276 2.9212
H 2.5074 -3.3989 3.8903
H -1.0549 -4.0695 0.5790
H -2.2944 -4.1580 -1.6006
H 0.0724 -0.0691 -0.2068
H -1.2502 1.7173 -1.1973
H -0.9844 2.1449 -2.9111
H 0.6031 2.6665 -0.3314
H 3.0490 3.2083 -0.9201
H 3.1431 1.4403 -1.0692
H 2.2911 1.2013 1.2668
H 3.7453 2.2023 1.2344
H 2.2892 4.2528 1.1946
H 2.1974 3.3167 2.6976
H 0.3289 5.2177 0.8913
H -0.1177 4.8863 2.5801
H -1.6676 4.0274 0.0920
H -3.3806 5.6292 0.9187
H -1.8568 6.4501 0.5760
H -2.3144 6.0974 2.2433
H -3.3597 3.1822 1.6783
H -2.3586 3.6855 3.0425
H -1.5991 1.6190 0.9338
H -3.2043 0.7385 2.5903
H -1.6029 0.0300 2.8369
H -2.1806 1.3056 3.9109
H 0.4395 1.3083 2.2774
H -0.0561 2.6120 3.3741
H -1.0894 -1.7365 -4.7783
H -2.8048 -1.3542 -5.0764
```

(4)
Molecular formula: C24H38N7O11
Method: DFT, ωB97M-V with the def2-TZVPD basis set

As for the LUMO energy: 0.847 eV. The calculation puts the molar mass at 600.606 g/mol. Its spin multiplicity is 1. As for the total charge: -1. The electronic energy comes out at -2147.60318 hartree. The value obtained for the HOMO energy is -5.6 eV. The energy relative to the best compared isomer or geometry (same formula, charge and spin) is 11.66 kcal per mole.

```
80
C24H38N7O11 ωB97M-V with the def2-TZVPD basis set
N -49.5907 6.4611 25.2382
O -49.7390 7.1509 26.2346
O -49.3977 7.0373 24.1164
O -49.7231 5.2307 25.2903
C -51.6199 1.7886 20.9657
C -51.3266 0.3493 21.0435
C -50.7399 -0.1959 22.4326
C -50.5749 0.7841 23.6126
C -51.0427 2.2486 23.4398
C -51.5329 2.6392 22.0834
N -50.1979 0.4197 25.0167
O -50.6470 1.2040 25.8979
O -50.0354 -0.7952 25.2146
H -51.9712 2.0918 20.0360
H -51.1403 -0.2589 19.9892
H -50.5345 -1.1738 22.4639
H -50.8843 2.8940 24.2054
H -51.6783 3.7315 22.1644
C -54.0474 6.2883 28.0394
C -52.6753 5.8810 28.4015
C -52.5237 4.7715 29.3592
C -53.7828 3.9107 29.7088
C -55.1902 4.3919 29.2558
C -55.2350 5.6062 28.3896
N -53.5335 2.7419 30.5635
O -54.5854 2.3456 31.1702
O -52.4522 2.2382 30.4679
H -54.2849 7.0977 27.4465
H -51.9050 6.5598 27.9713
H -51.5496 4.4191 29.6730
H -55.9646 3.6678 29.5042
H -56.2214 5.7473 28.0739
C -50.3896 12.6491 26.3705
O -50.0833 13.9104 26.3891
N -49.6724 11.8390 27.1164
C -49.9395 10.4092 27.2371
C -48.6483 12.2936 28.1156
H -51.2389 12.2017 25.8680
H -50.7081 9.9049 27.8920
H -49.1602 9.7641 27.4029
H -50.1421 10.0250 26.1449
H -47.6663 11.6769 28.1502
H -49.0563 12.3817 29.2583
H -48.3164 13.3401 28.1801
C -45.9160 6.6197 25.9840
O -46.0839 6.0758 27.0691
N -44.7519 6.6051 25.2985
C -44.7252 6.8934 23.8966
C -43.5650 6.1332 26.0431
H -46.7396 7.0880 25.4394
H -45.4170 7.8992 23.6600
H -44.8136 6.3931 23.0577
H -43.5791 7.2510 23.7988
H -42.5602 6.6113 25.7012
H -43.4437 5.0962 26.0129
H -43.4851 6.2780 27.2292
C -53.3303 10.8444 23.0362
O -53.9059 10.2734 23.9723
N -52.1824 10.4236 22.4374
C -51.6175 11.0045 21.1652
C -51.3665 9.2877 22.8858
H -53.5336 11.7609 22.6171
H -52.4003 11.4588 20.5982
H -51.1929 10.1986 20.6872
H -51.1035 11.8333 21.5916
H -51.8907 8.9684 23.6691
H -50.3559 9.4449 23.1986
H -51.5399 8.6498 22.0202
C -54.7597 5.9185 23.1826
O -55.8458 5.7534 22.5618
N -54.0937 4.9366 23.7819
C -52.9404 5.1959 24.6914
C -54.6657 3.5942 23.7194
H -54.1837 6.8866 22.9966
H -52.9595 4.3727 25.3932
H -52.8842 6.1863 25.2029
H -51.9819 4.9905 24.0029
H -55.1127 3.3091 22.7104
H -55.5083 3.3696 24.4283
H -54.0077 2.8060 23.7741
```

(5)
Molecular formula: C24H38O17S
Method: DFT, ωB97M-V with the def2-TZVPD basis set

As for the LUMO energy: 0.052 eV. The calculation puts the molar mass at 630.618 g/mol. Its spin multiplicity is 1. The electronic energy comes out at -2614.29009 hartree. The SMILES is C[C@H]1COC(=O)O1.C[C@H]1COC(=O)O1.C[C@H]1COC(=O)O1.C[C@H]1COC(=O)O1.C[C@H]1COC(=O)O1.O=S1(=O)CCCC1. The value obtained for the HOMO energy is -10.0 eV. The energy relative to the best compared isomer or geometry (same formula, charge and spin) is 28.42 kcal per mole.

```
80
C24H38O17S ωB97M-V with the def2-TZVPD basis set
C 2.7246 3.3487 1.4007
C 4.0516 2.5877 1.4237
C 3.7946 1.0547 1.0617
O 4.9456 0.8137 0.1997
C 5.6046 1.9847 -0.0503
O 6.5056 1.9877 -0.8073
O 4.9976 2.9477 0.4827
H 3.2756 4.2737 1.5757
H 1.9476 3.2857 2.1347
H 2.3836 3.2567 0.4777
H 4.3556 2.3737 2.4237
H 2.9606 1.0197 0.4057
H 3.6216 0.3187 1.8177
C -3.9554 2.8717 -2.6163
C -2.6594 3.7257 -2.7793
C -2.7344 5.1427 -2.1523
O -1.6264 5.1357 -1.3023
C -0.8654 3.9287 -1.2313
O 0.2026 3.7497 -0.7043
O -1.5964 3.0857 -2.1293
H -4.1444 2.6707 -1.5213
H -3.9204 1.8617 -3.0223
H -4.8104 3.2437 -3.0473
H -2.4144 3.8337 -3.8793
H -3.6764 5.2127 -1.5453
H -2.6834 6.0577 -2.8613
C 4.9026 -4.7223 -1.0913
C 4.0076 -3.4933 -0.6233
C 2.6256 -3.6993 -0.3043
O 2.4696 -3.3943 1.0647
C 3.6266 -3.0313 1.5357
O 3.7396 -2.4763 2.6247
O 4.5716 -3.1503 0.6657
H 4.5276 -5.4343 -1.8903
H 4.6856 -5.3833 -0.1623
H 6.0276 -4.9083 -1.2113
H 4.4146 -2.7813 -1.1443
H 2.3576 -4.7163 -0.2703
H 1.8346 -3.2213 -0.9463
C -1.3094 -4.6223 2.2157
C -1.7354 -3.5753 1.3567
C -2.7714 -4.0363 0.3377
O -4.0214 -3.3233 0.7527
C -3.7364 -2.6453 1.8287
O -4.5214 -1.9513 2.3717
O -2.4224 -2.7233 2.2057
H -0.4944 -4.2613 2.8927
H -0.6664 -5.3403 1.5737
H -2.0114 -5.3813 2.8287
H -1.0474 -2.9973 0.7277
H -2.9494 -5.0733 0.2797
H -2.5534 -3.7393 -0.6893
C -3.4074 1.3287 3.5187
C -2.7704 1.6717 2.0987
C -2.0274 2.9817 2.2907
O -0.6974 2.6057 2.3237
C -0.5024 1.3417 2.0557
O 0.5636 0.7597 1.9807
O -1.7354 0.7557 1.8437
H -3.7784 0.2527 3.4637
H -3.9474 2.0767 4.1457
H -2.6234 1.1387 4.3237
H -3.3624 1.9317 1.2907
H -2.3424 3.7207 3.0997
H -2.3714 3.5737 1.4337
O -0.7404 1.0697 -4.2293
S -0.4334 -0.2463 -3.6993
O 0.3066 -1.1903 -4.3933
C 0.6646 0.3067 -2.3733
C 0.1836 -0.2993 -1.1823
C -1.3324 -0.3453 -1.2613
C -1.6434 -0.8303 -2.7663
H 0.8196 1.3327 -2.6283
H 1.7226 0.0857 -2.8213
H 0.6856 -1.4503 -1.1833
H 0.6646 0.3657 -0.4913
H -1.6744 0.6007 -1.1383
H -1.9114 -0.9943 -0.5193
H -2.5494 -0.4383 -3.0953
H -1.5974 -1.7963 -2.7743
```

(6)
Molecular formula: C24H39AlN2O5SSi
Method: DFT, ωB97M-V with the def2-TZVPD basis set

As for the LUMO energy: -6.821 eV. The calculation puts the molar mass at 522.720 g/mol. Its spin multiplicity is 1. As for the total charge: +2. The electronic energy comes out at -2353.58938 hartree. The value obtained for the HOMO energy is -15.3 eV.

```
73
C24H39AlN2O5SSi ωB97M-V with the def2-TZVPD basis set
Al -0.8472 -0.3132 -0.2530
C 1.5347 0.6375 -2.4096
C 1.6843 -0.7453 -1.8100
C 1.1652 -1.8261 -2.7356
C 3.1145 -1.0049 -1.4035
O 0.7939 -0.7947 -0.5915
Si 1.2050 -0.8637 1.2447
S -0.7547 -1.0811 1.7981
O 2.2644 -2.0316 1.3547
C 2.2596 -3.4828 1.6872
C 1.7173 -3.6283 3.0942
C 1.3948 -4.1835 0.6568
C 3.7084 -3.9079 1.5931
O 1.8420 0.6199 1.2845
C 2.8118 1.1438 2.2894
C 2.6167 2.6435 2.2825
C 2.4595 0.5329 3.6343
C 4.1990 0.7465 1.8292
H 2.1191 0.7122 -3.3260
H 1.8973 1.3988 -1.7186
H 0.4949 0.8562 -2.6718
H 1.8003 -1.9026 -3.6173
H 0.1509 -1.6069 -3.0806
H 1.1665 -2.7927 -2.2340
H 3.7471 -0.9163 -2.2864
H 3.2463 -2.0015 -0.9943
H 3.4609 -0.2821 -0.6693
H 0.6801 -3.2996 3.1610
H 2.3214 -3.0578 3.7988
H 1.7500 -4.6756 3.3957
H 0.3955 -3.7457 0.6209
H 1.2825 -5.2350 0.9214
H 1.8491 -4.1327 -0.3323
H 4.3195 -3.3777 2.3222
H 4.1077 -3.7203 0.5970
H 3.7829 -4.9765 1.7956
H 1.5948 2.9042 2.5607
H 2.8481 3.0575 1.2997
H 3.2896 3.1073 3.0033
H 1.4230 0.7475 3.8991
H 3.0955 0.9427 4.4192
H 2.6209 -0.5479 3.6315
H 4.4126 1.1586 0.8430
H 4.3091 -0.3370 1.7906
H 4.9436 1.1358 2.5241
O -7.2871 0.7162 -1.9249
C -6.8626 -0.5845 -1.6091
C -5.3795 -0.5452 -1.3795
C -4.6755 -1.7401 -1.2373
C -3.3243 -1.7080 -0.9975
N -2.6523 -0.5429 -0.9075
C -3.3292 0.6179 -1.0469
C -4.6846 0.6535 -1.2790
C -2.4766 1.8256 -0.8913
C -2.8902 3.1114 -1.1383
C -1.9880 4.1586 -0.9434
C -2.4470 5.5836 -1.1657
O -3.4852 5.6498 -2.1114
C -0.7002 3.8624 -0.5192
C -0.3412 2.5477 -0.3013
N -1.2190 1.5481 -0.4851
H -8.2234 0.7109 -2.1499
H -7.0666 -1.3066 -2.4078
H -7.3338 -0.9642 -0.6928
H -5.1793 -2.6942 -1.3106
H -2.7537 -2.6199 -0.8806
H -5.2105 1.5905 -1.3846
H -3.8863 3.3261 -1.4957
H -1.5948 6.2186 -1.4164
H -2.8479 5.9490 -0.2147
H -3.1232 5.8554 -2.9794
H 0.0337 4.6403 -0.3581
H 0.6499 2.2659 0.0293
```